(1)
{"formula": "C28H35N5P2SSr", "method": "ωB97M-V/def2-TZVPD", "species": ["Sr", "C", "C", "C", "C", "C", "C", "C", "C", "C", "H", "H", "H", "H", "H", "H", "H", "H", "H", "H", "H", "H", "H", "H", "H", "P", "P", "N", "N", "N", "N", "C", "C", "C", "C", "C", "C", "C", "C", "C", "C", "C", "C", "C", "C", "C", "C", "C", "C", "H", "H", "H", "H", "H", "H", "H", "H", "H", "H", "H", "H", "H", "H", "H", "H", "H", "H", "H", "H", "S", "C", "N"], "coordinates": [[1.734, 1.863, -4.767], [2.660, 3.887, -5.895], [2.007, 4.524, -4.888], [0.709, 5.253, -5.054], [-0.425, 4.481, -5.784], [-0.315, 2.986, -5.715], [0.187, 2.198, -6.709], [1.229, 2.617, -7.701], [2.170, 3.803, -7.315], [-1.283, -0.976, -0.857], [3.688, 3.501, -5.739], [2.548, 4.813, -3.977], [0.885, 6.202, -5.593], [0.334, 5.556, -4.062], [-1.386, 4.757, -5.307], [-0.521, 4.850, -6.820], [-0.872, 2.538, -4.876], [-0.238, 1.196, -6.881], [0.735, 2.897, -8.647], [1.834, 1.732, -7.980], [3.075, 3.681, -7.940], [1.709, 4.748, -7.648], [-0.276, -1.258, -1.217], [-1.939, -1.870, -0.919], [-1.180, -0.705, 0.207], [-1.976, 0.395, -1.749], [0.800, 2.230, 0.171], [-1.958, -0.093, -3.392], [-3.599, 0.487, -1.347], [2.148, 2.641, -0.873], [1.225, 3.593, 1.216], [-1.291, 2.048, -1.892], [-0.717, 2.867, -0.718], [-1.313, -1.203, -3.928], [-1.577, -1.254, -5.287], [-2.370, -0.103, -5.615], [-2.556, 0.616, -4.445], [-4.374, -0.649, -1.051], [-5.602, -0.215, -0.600], [-5.610, 1.214, -0.647], [-4.380, 1.629, -1.128], [3.326, 1.896, -0.558], [4.187, 1.987, -1.662], [3.566, 2.788, -2.646], [2.267, 3.075, -2.167], [1.703, 4.871, 0.888], [2.133, 5.506, 2.042], [1.908, 4.599, 3.132], [1.360, 3.449, 2.604], [-2.111, 2.655, -2.297], [-0.528, 1.976, -2.686], [-0.474, 3.885, -1.080], [-1.461, 2.972, 0.099], [-0.708, -1.827, -3.289], [-1.245, -2.026, -5.969], [-2.751, 0.152, -6.596], [-3.055, 1.555, -4.269], [-3.955, -1.639, -1.196], [-6.402, -0.855, -0.266], [-6.419, 1.858, -0.351], [-3.989, 2.610, -1.364], [3.606, 1.778, 0.483], [5.139, 1.488, -1.759], [4.022, 3.163, -3.567], [1.441, 3.582, -2.670], [1.709, 5.203, -0.139], [2.556, 6.504, 2.102], [2.129, 4.791, 4.176], [1.055, 2.527, 3.071], [2.249, -0.277, -0.353], [1.900, -0.071, -1.927], [1.656, 0.135, -3.075]], "mulliken_charge": [1.5761, -0.1786, -0.5974, -0.9489, -1.3702, -0.1116, -1.0565, -0.5402, -0.7458, -1.3592, 0.3967, 0.6152, 0.3941, 0.4004, 0.4756, 0.3441, 0.7690, 0.2464, 0.3411, 0.2585, 0.3963, 0.3372, 0.2262, 0.4526, 0.2696, 0.7398, -0.0459, 0.3985, 0.3911, 0.2636, 0.3800, 0.9627, -1.4419, -0.4143, -0.7945, -0.6088, -0.4863, -0.4849, -0.6206, -0.6015, -0.4735, -0.8796, -1.1206, -0.0945, -0.7371, -0.2178, -0.6087, -0.5639, -0.4644, 0.3653, -0.7830, 0.5340, 0.3708, 0.4079, 0.4352, 0.4958, 0.5145, 0.3234, 0.4436, 0.4454, 0.4056, 0.4912, 0.4498, 0.3888, 0.6916, 0.3696, 0.4180, 0.4169, 0.3938, -0.3828, 0.6329, -0.8963], "charge": 0, "homo_lumo_gap_ha": [0.1136, 0.1744], "homo_energy_ev": [-3.4, -5.0]}



(2)
{"formula": "C28H36BHgN4O5", "method": "ωB97M-V/def2-TZVPD", "species": ["Hg", "C", "C", "O", "C", "C", "C", "N", "N", "C", "O", "C", "C", "C", "C", "C", "C", "H", "H", "H", "H", "H", "H", "H", "H", "H", "H", "H", "H", "C", "C", "C", "C", "C", "C", "C", "C", "O", "B", "O", "C", "C", "H", "H", "H", "H", "H", "H", "H", "H", "H", "H", "H", "H", "C", "N", "C", "C", "C", "N", "C", "C", "O", "H", "H", "H", "H", "H", "H", "H", "H", "H", "H", "H", "H"], "coordinates": [[0.589, 0.771, 0.223], [-1.152, -2.291, 3.672], [-0.278, -1.801, 2.496], [-0.299, -0.551, 2.282], [0.426, -2.775, 1.822], [1.189, -2.659, 0.630], [1.821, -3.930, 0.099], [1.333, -1.564, -0.067], [2.126, -1.644, -1.177], [1.868, -0.749, -2.120], [0.832, 0.000, -2.159], [2.880, -0.635, -3.176], [3.996, -1.489, -3.257], [4.961, -1.306, -4.219], [4.864, -0.257, -5.139], [3.765, 0.606, -5.065], [2.797, 0.418, -4.108], [-1.904, -1.532, 3.886], [-0.540, -2.434, 4.565], [-1.648, -3.233, 3.430], [0.342, -3.783, 2.222], [1.639, -4.776, 0.763], [2.893, -3.778, -0.020], [1.416, -4.150, -0.890], [4.077, -2.285, -2.532], [5.824, -1.968, -4.261], [5.630, -0.110, -5.893], [3.697, 1.438, -5.762], [1.953, 1.090, -4.024], [-3.062, 5.920, -5.159], [-2.392, 6.840, -4.123], [-3.473, 7.333, -3.145], [-1.828, 8.061, -4.856], [-1.321, 6.068, -3.356], [0.018, 6.404, -3.383], [1.010, 5.699, -2.680], [0.578, 4.605, -1.917], [1.282, 3.758, -1.116], [0.364, 2.835, -0.592], [-0.901, 3.155, -1.095], [-0.758, 4.242, -1.894], [-1.743, 4.946, -2.591], [-3.963, 6.384, -5.568], [-3.337, 4.976, -4.700], [-2.380, 5.709, -5.981], [-4.272, 7.853, -3.679], [-3.037, 8.012, -2.414], [-3.906, 6.494, -2.609], [-2.627, 8.625, -5.342], [-1.119, 7.757, -5.623], [-1.320, 8.725, -4.160], [0.358, 7.244, -3.974], [2.050, 5.972, -2.757], [-2.773, 4.629, -2.533], [-2.555, -0.592, -0.595], [-3.585, -0.030, 0.261], [-4.951, -0.365, -0.052], [-5.892, 0.033, 1.079], [-5.625, 1.489, 1.422], [-4.239, 1.636, 1.779], [-3.908, 2.865, 2.453], [-3.227, 1.056, 1.008], [-2.090, 1.463, 1.090], [-2.926, -1.508, -1.053], [-1.670, -0.817, 0.004], [-2.248, 0.108, -1.374], [-5.011, -1.447, -0.213], [-5.272, 0.129, -0.984], [-5.688, -0.584, 1.955], [-6.932, -0.108, 0.774], [-6.234, 1.806, 2.278], [-5.893, 2.135, 0.566], [-4.348, 2.864, 3.454], [-4.281, 3.735, 1.902], [-2.827, 2.918, 2.521]], "mulliken_spin": [-0.0244, 0.0034, -0.0155, -0.0069, 0.0072, -0.0057, 0.0007, -0.0025, 0.0011, -0.0124, -0.0036, 0.0029, 0.0005, 0.0026, -0.0055, 0.0152, -0.0168, 0.0016, -0.0016, 0.0000, 0.0008, 0.0000, 0.0001, -0.0001, 0.0005, 0.0002, -0.0013, 0.0013, 0.0012, 2.4742, -7.5001, 2.8605, 2.6557, 1.0994, 0.1802, -0.3747, -0.2733, 0.1322, 0.5388, 0.0455, -0.3670, 0.0547, -0.3188, 0.0041, 0.0272, -0.2704, -0.0576, -0.0264, -0.4307, 0.1719, 0.0114, 0.3177, -0.0733, -0.0180, 0.0542, -0.2732, 0.2078, -0.0145, 0.3583, -0.3088, 0.2022, 0.4512, -0.1033, 0.0202, 0.0138, -0.0322, 0.0128, -0.1011, 0.0356, -0.1033, 0.0045, -0.1659, -0.0471, -0.0614, 0.0440], "charge": -2, "homo_lumo_gap_ha": [0.0634, 0.2184], "multiplicity": 2, "homo_energy_ev": [2.5, -1.8]}